A structure of composition C30H75Ca3N5O14S in a non-equilibrium geometry, computed with ωB97M-V with the def2-TZVPD basis set.

Last column: Löwdin charge in e.
Cartesian coordinates (Å):
Ca (-3.48955, 0.80549, -2.84896)  1.6731
Ca (1.40113, 3.21452, 0.34509)  1.5465
Ca (1.14974, -1.97472, -1.48164)  1.6063
S (-0.38072, 0.45674, -1.13024)  0.3192
O (-0.07146, -0.57157, -0.10925)  -0.4390
O (0.22738, -0.14169, -2.36154)  -0.5085
O (-1.83810, 0.66076, -1.34986)  -0.4854
O (0.24919, 1.74659, -0.81538)  -0.4488
C (6.78030, 4.21309, -3.40888)  -0.0575
O (5.61258, 4.23644, -2.58605)  -0.2080
C (5.58150, 3.18104, -1.65915)  -0.2228
C (4.35118, 3.37963, -0.78851)  -0.1874
N (3.09560, 2.75936, -1.28918)  -0.1596
C (2.62407, 3.38861, -2.56218)  -0.1683
C (2.07841, 4.77559, -2.38636)  -0.1724
O (0.99513, 4.77261, -1.42960)  -0.3323
C (0.20695, 5.96067, -1.49586)  -0.0575
H (6.88019, 3.24581, -3.90925)  0.0947
H (7.66890, 4.41502, -2.80726)  0.1021
H (6.65918, 4.99211, -4.15406)  0.0994
H (6.48828, 3.22339, -1.04411)  0.1409
H (5.54315, 2.19869, -2.16247)  0.1341
H (4.23349, 4.45434, -0.61778)  0.1323
H (4.59313, 2.99702, 0.21133)  0.1095
H (3.41643, 1.82634, -1.53382)  0.1135
H (1.87168, 2.73200, -3.00590)  0.1135
H (3.46740, 3.39775, -3.25679)  0.1319
H (1.70203, 5.13021, -3.34881)  0.1435
H (2.87425, 5.46619, -2.09183)  0.1406
H (0.75666, 6.84494, -1.16746)  0.1142
H (-0.65817, 5.84188, -0.84345)  0.0845
H (-0.15372, 6.13249, -2.51298)  0.1014
C (-0.78529, -5.48701, 2.41938)  -0.0633
O (0.43294, -4.76819, 2.29258)  -0.1935
C (0.22708, -3.42778, 1.96732)  -0.2551
C (1.56744, -2.75999, 1.81472)  -0.1771
N (2.24304, -3.01281, 0.50635)  -0.1457
C (2.43067, -4.46309, 0.27025)  -0.1660
C (3.08702, -4.63665, -1.07704)  -0.1843
O (2.25017, -4.03208, -2.07417)  -0.3489
C (2.41683, -4.63424, -3.37218)  -0.0436
H (-0.55225, -6.50278, 2.72332)  0.1031
H (-1.34457, -5.48257, 1.47774)  0.0958
H (-1.39917, -5.05400, 3.21882)  0.0787
H (-0.29888, -2.94677, 2.80746)  0.1306
H (-0.38738, -3.30602, 1.05374)  0.1163
H (2.19163, -3.02381, 2.67229)  0.1463
H (1.37586, -1.68108, 1.88574)  0.0909
H (3.17140, -2.61032, 0.64272)  0.1222
H (1.46334, -4.95869, 0.28896)  0.1276
H (3.05033, -4.92184, 1.04395)  0.1534
H (3.36246, -5.66231, -1.32356)  0.1450
H (4.06930, -4.13325, -1.05382)  0.1402
H (3.39193, -4.40000, -3.79945)  0.1106
H (1.62154, -4.27247, -4.02400)  0.0832
H (2.30434, -5.71637, -3.30348)  0.1118
C (-2.68475, 3.85880, -2.84624)  -0.0459
O (-2.68570, 2.69671, -3.68250)  -0.3615
C (-1.41921, 2.47171, -4.32084)  -0.1810
C (-1.52846, 1.25536, -5.22248)  -0.1491
N (-1.79825, 0.07976, -4.35469)  -0.1810
C (-2.08978, -1.13383, -5.16397)  -0.1596
C (-0.87759, -1.64125, -5.93532)  -0.2161
O (0.25431, -1.58642, -5.10245)  -0.2197
C (1.44474, -1.85576, -5.83080)  -0.0757
H (-3.69315, 4.01164, -2.45131)  0.1120
H (-2.52231, 4.75876, -3.44377)  0.1174
H (-1.97578, 3.79023, -2.01959)  0.0837
H (-0.61505, 2.31818, -3.58666)  0.1166
H (-1.11899, 3.37393, -4.86139)  0.1502
H (-0.63420, 1.19197, -5.84243)  0.1444
H (-2.39051, 1.40306, -5.88038)  0.1440
H (-0.91382, -0.10884, -3.87531)  0.0546
H (-2.86751, -0.90756, -5.89558)  0.1344
H (-2.44625, -1.94226, -4.51838)  0.1245
H (-0.73964, -1.03874, -6.84637)  0.1372
H (-1.06904, -2.65363, -6.30950)  0.1456
H (1.68044, -1.04875, -6.53038)  0.1044
H (1.37446, -2.78173, -6.41067)  0.1074
H (2.26370, -1.97163, -5.12111)  0.0807
C (3.28084, 1.01753, 2.20230)  -0.0342
O (1.99019, 1.53742, 1.82333)  -0.3556
C (1.05556, 1.39987, 2.91470)  -0.1657
C (-0.35438, 1.80240, 2.51201)  -0.1831
N (-0.43949, 3.10984, 1.84657)  -0.1642
C (-1.77754, 3.33867, 1.22606)  -0.1714
C (-2.85866, 3.62229, 2.27739)  -0.2124
O (-2.23162, 4.40183, 3.25364)  -0.2110
C (-3.09848, 4.76957, 4.32514)  -0.0479
H (3.17664, -0.04618, 2.41638)  0.0906
H (3.67168, 1.55869, 3.06196)  0.1149
H (3.93785, 1.13912, 1.34439)  0.0804
H (1.39978, 2.03378, 3.73892)  0.1467
H (0.99053, 0.36001, 3.24200)  0.1325
H (-1.02095, 1.68309, 3.36867)  0.1376
H (-0.67068, 1.06058, 1.76781)  0.1003
H (-0.52742, 3.82518, 2.58650)  0.1222
H (-2.02570, 2.51121, 0.55942)  0.0949
H (-1.69470, 4.22850, 0.58798)  0.1053
H (-3.21480, 2.67484, 2.71445)  0.1228
H (-3.71256, 4.14241, 1.83126)  0.1377
H (-3.96565, 5.32589, 3.95630)  0.1020
H (-2.57979, 5.43596, 5.00845)  0.1019
H (-3.43125, 3.88826, 4.87875)  0.0998
C (-4.04841, -6.83436, 4.71945)  -0.0997
O (-4.24715, -5.54431, 5.24628)  -0.1886
C (-3.19558, -5.12133, 6.09107)  -0.2361
C (-3.28073, -3.62651, 6.21891)  -0.2014
N (-2.89081, -2.97704, 4.95691)  -0.0548
C (-3.31275, -1.58766, 4.93999)  -0.2177
C (-2.90458, -0.90690, 3.66632)  -0.2272
O (-3.57849, -1.49591, 2.56343)  -0.1550
C (-2.91619, -1.30356, 1.36236)  -0.1415
H (-3.18106, -6.86697, 4.04404)  0.0722
H (-4.92176, -7.08908, 4.12272)  0.0935
H (-3.91534, -7.56754, 5.51936)  0.0993
H (-2.21249, -5.42299, 5.69859)  0.1183
H (-3.27977, -5.59948, 7.07532)  0.1353
H (-2.66225, -3.28113, 7.04936)  0.1267
H (-4.32188, -3.37395, 6.46944)  0.1296
H (-3.40759, -3.48109, 4.24030)  0.1025
H (-2.85579, -1.05611, 5.77991)  0.1308
H (-4.40114, -1.51023, 5.09298)  0.1356
H (-1.81288, -1.01733, 3.53259)  0.1055
H (-3.12142, 0.17233, 3.68785)  0.1130
H (-1.85164, -1.55646, 1.44449)  0.0492
H (-2.96301, -0.24500, 1.03475)  0.0713
H (-3.37035, -1.93514, 0.59588)  0.0954

Results
E_LUMO, eV: -10.149
Energy relative to the best compared isomer or geometry (same formula, charge and spin), kcal per mole: 0.00
Total charge: +4

A cluster of 6 separate species, C30H75ClN5O10 in total in a non-equilibrium geometry, computed with ωB97M-V with the def2-TZVPD basis set.

Last column: Löwdin charge in e.
Cartesian coordinates (Å):
Cl (-0.41213, 1.00197, -0.33762)  -0.3073
C (4.41106, -4.56572, 3.28820)  -0.0770
O (4.00816, -3.20915, 3.75053)  -0.2205
C (4.89202, -2.24390, 3.15152)  -0.1937
C (4.60549, -0.89951, 3.93815)  -0.1983
N (3.32422, -0.23920, 3.61573)  -0.0126
C (3.34361, 1.01618, 4.33253)  -0.2349
C (1.96935, 1.62204, 4.39881)  -0.2307
O (1.47217, 1.90386, 3.08632)  -0.1815
C (0.36290, 2.76092, 3.07577)  -0.1333
H (4.97843, -4.59722, 2.35804)  0.0760
H (3.51578, -5.17598, 3.16925)  0.0772
H (5.02884, -5.04607, 4.04697)  0.0743
H (4.78438, -2.04021, 2.08614)  0.1129
H (5.86983, -2.70234, 3.29923)  0.1038
H (5.41322, -0.19468, 3.74096)  0.1075
H (4.72800, -1.13703, 4.99489)  0.1061
H (2.68657, -0.87017, 4.07981)  0.0769
H (4.10724, 1.68282, 3.93182)  0.1248
H (3.60012, 0.87959, 5.38308)  0.1091
H (2.08923, 2.55520, 4.94922)  0.1126
H (1.28425, 1.04074, 5.01592)  0.1131
H (-0.08403, 2.73496, 2.08195)  0.0434
H (0.75076, 3.75090, 3.31582)  0.0775
H (-0.43151, 2.48270, 3.76830)  0.0850
C (3.44165, -2.56903, -0.98814)  -0.0805
O (2.53059, -2.03906, 0.02425)  -0.1820
C (1.67678, -3.00139, 0.61373)  -0.1990
C (1.10721, -2.61157, 2.05268)  -0.1953
N (0.50415, -1.29802, 2.03726)  -0.0385
C (-0.04125, -0.96844, 3.34761)  -0.2074
C (-1.33261, -1.67471, 3.75872)  -0.1803
O (-2.46398, -1.21592, 2.96621)  -0.1784
C (-3.65935, -1.79194, 3.40509)  -0.1491
H (4.02136, -1.71901, -1.34802)  0.0938
H (2.87123, -2.96747, -1.82717)  0.0587
H (4.06544, -3.36181, -0.57526)  0.0640
H (2.19619, -3.94454, 0.78338)  0.0899
H (0.92159, -3.39066, -0.06910)  0.1106
H (1.85288, -2.61428, 2.84771)  0.0834
H (0.45641, -3.40375, 2.42283)  0.0942
H (-0.25208, -1.31685, 1.36804)  0.0601
H (-0.26116, 0.09598, 3.26537)  0.0995
H (0.76659, -1.00450, 4.07850)  0.0939
H (-1.47004, -1.47996, 4.82234)  0.1170
H (-1.19337, -2.74200, 3.58664)  0.1035
H (-4.04177, -1.65959, 4.41718)  0.0809
H (-3.65191, -2.86663, 3.22320)  0.0809
H (-4.47760, -1.42694, 2.78434)  0.0766
C (-4.52153, 1.20796, -5.15863)  -0.0916
O (-4.37796, 2.29451, -4.17855)  -0.2264
C (-2.96365, 2.48976, -3.80646)  -0.1633
C (-2.84079, 3.61415, -2.70302)  -0.2105
N (-1.49237, 3.85730, -2.25021)  -0.0796
C (-1.45200, 4.93914, -1.29458)  -0.2040
C (-0.04747, 5.22214, -0.72946)  -0.2302
O (-0.16244, 6.25958, 0.17849)  -0.2160
C (0.94421, 6.51524, 1.08142)  -0.0862
H (-4.06705, 0.32552, -4.70825)  0.0623
H (-4.02734, 1.50691, -6.08302)  0.0774
H (-5.57445, 0.98950, -5.33676)  0.0767
H (-2.36009, 2.74416, -4.67773)  0.1140
H (-2.57396, 1.56788, -3.37473)  0.0827
H (-3.44834, 3.36996, -1.83162)  0.0933
H (-3.23528, 4.55295, -3.09177)  0.1107
H (-1.13788, 3.01540, -1.81935)  0.0043
H (-2.20421, 4.73506, -0.53258)  0.1041
H (-1.67536, 5.85414, -1.84321)  0.1159
H (0.66516, 5.46042, -1.51906)  0.1219
H (0.35612, 4.43325, -0.09473)  0.1054
H (1.33810, 5.60662, 1.53678)  0.0726
H (0.77857, 7.34144, 1.77284)  0.0799
H (1.77985, 6.88915, 0.48981)  0.0723
C (-0.52091, -0.72712, -3.71695)  -0.1207
O (0.39573, -0.63512, -4.80963)  -0.1816
C (0.66461, -1.89478, -5.41884)  -0.2052
C (1.10109, -3.04466, -4.45006)  -0.2337
N (1.56262, -4.18155, -5.17127)  -0.0690
C (2.90758, -3.99725, -5.74691)  -0.1637
C (4.01738, -4.12985, -4.65516)  -0.2598
O (3.93123, -5.24883, -3.85877)  -0.2050
C (4.90890, -5.45477, -2.83370)  -0.0759
H (-0.13151, -1.24211, -2.83874)  0.0670
H (-1.44185, -1.18583, -4.07688)  0.0839
H (-0.65654, 0.23584, -3.22459)  0.0367
H (1.40545, -1.51241, -6.12102)  0.1134
H (-0.14562, -2.40730, -5.93745)  0.1127
H (0.24584, -3.30935, -3.82830)  0.1177
H (1.87073, -2.69111, -3.76394)  0.0941
H (1.74271, -4.98790, -4.59035)  0.0950
H (3.07691, -3.06361, -6.28334)  0.1131
H (3.06937, -4.88375, -6.36013)  0.1095
H (4.05451, -3.26154, -3.99732)  0.1036
H (4.97819, -4.16176, -5.16890)  0.1151
H (5.13892, -4.51883, -2.32458)  0.0671
H (5.86029, -5.78171, -3.25331)  0.0828
H (4.43629, -6.16196, -2.15208)  0.0943
C (-2.19486, 5.32140, 3.83656)  -0.1035
O (-2.87274, 4.05782, 3.69367)  -0.1935
C (-3.01819, 3.68991, 2.31027)  -0.2212
C (-3.62340, 2.28404, 2.05487)  -0.2064
N (-3.68537, 2.01467, 0.61264)  -0.0443
C (-4.38552, 0.72114, 0.40593)  -0.1999
C (-4.41793, 0.30076, -1.06476)  -0.1938
O (-5.07077, -0.99143, -1.09362)  -0.1972
C (-5.24603, -1.47380, -2.38825)  -0.1360
H (-1.75384, 5.56980, 4.80191)  0.0852
H (-2.83617, 6.06393, 3.36172)  0.0814
H (-1.36444, 5.38806, 3.13367)  0.0586
H (-2.07248, 3.71645, 1.76895)  0.0935
H (-3.71097, 4.34556, 1.78274)  0.1140
H (-4.58724, 2.16253, 2.54918)  0.1145
H (-2.94629, 1.62201, 2.59463)  0.1026
H (-2.75386, 1.85000, 0.25871)  -0.0084
H (-5.39350, 0.77610, 0.81711)  0.1173
H (-3.81699, -0.07900, 0.87992)  0.0996
H (-3.41397, 0.21281, -1.47999)  0.1032
H (-4.98893, 1.04983, -1.61335)  0.1163
H (-5.71486, -0.67630, -2.96469)  0.0717
H (-5.87654, -2.36139, -2.33596)  0.0863
H (-4.29119, -1.64875, -2.88402)  0.0763

Results
E_LUMO, eV: 2.172
Energy relative to the best compared isomer or geometry (same formula, charge and spin), kcal per mole: 0.00
Total charge: -1

total charge of number 2 (C30H75ClN5O10)?
-1

total charge of number 2 (C30H75ClN5O10)?
-1